# 1
A cluster of 8 separate species, C13H43N3O9 in total at a distorted geometry. Source: OMol25; level of theory: ωB97M-V/def2-TZVPD.

XYZ file:
```
68
Properties=species:S:1:pos:R:3:mulliken_charge:R:1
C -22.4677 28.6602 -13.5507 -0.702
O -23.7999 28.8151 -13.1028 -0.334
C -24.0796 29.9082 -12.1526 -0.631
C -25.6329 30.0541 -12.1800 -0.326
N -25.9978 30.8690 -11.0318 -0.443
C -27.4460 31.2990 -11.1234 -0.658
C -27.7490 32.1115 -12.4986 -0.540
O -27.0949 33.3816 -12.4207 -0.276
C -27.4711 34.4029 -13.2746 -0.743
H -22.3193 29.5299 -14.1909 0.286
H -22.4068 27.6541 -13.9654 0.226
H -21.8040 28.8575 -12.7089 0.302
H -23.4556 30.7013 -12.5646 0.356
H -23.7297 29.4942 -11.2069 0.316
H -26.1037 29.0777 -12.2944 0.364
H -25.8308 30.6086 -13.0973 0.148
H -25.5058 31.7198 -11.2645 0.325
H -27.6874 31.8206 -10.1973 0.319
H -28.0746 30.4093 -11.1617 0.365
H -28.8187 32.2889 -12.6091 0.464
H -27.5016 31.6756 -13.4666 0.366
H -26.9419 35.2873 -12.9196 0.230
H -28.5449 34.5859 -13.2360 0.297
H -27.1705 34.1902 -14.3005 0.290
C -15.5773 32.9562 -18.0095 0.676
O -14.7853 32.1153 -17.5950 -0.688
N -15.3418 33.8135 -18.9691 -0.388
N -16.7410 32.9506 -17.5140 -0.389
H -14.4198 33.9823 -19.3454 0.213
H -16.0887 34.2271 -19.5087 0.172
H -16.7796 32.3550 -16.6993 0.232
H -17.4861 33.4710 -17.9545 0.173
C -16.9507 27.0435 -20.0558 -0.498
O -16.0152 26.9448 -19.0579 -0.480
H -17.7399 26.3880 -19.6877 0.208
H -17.3594 28.0471 -20.1744 0.254
H -16.6146 26.6751 -21.0251 0.198
H -16.0244 27.8044 -18.6306 0.318
C -18.5430 21.7619 -23.7304 -0.484
O -17.3782 21.3631 -23.0499 -0.501
H -18.2453 21.5872 -24.7643 0.233
H -19.4279 21.1421 -23.5850 0.249
H -18.6815 22.8400 -23.6500 0.204
H -17.4453 20.4478 -22.7681 0.298
C -18.9514 29.2859 -26.7393 -0.489
O -18.2773 30.0243 -27.8144 -0.509
H -19.8664 29.7601 -26.3842 0.224
H -19.2364 28.3646 -27.2472 0.243
H -18.3645 29.0331 -25.8563 0.236
H -17.4275 29.6284 -28.0209 0.295
C -8.5236 32.5660 -16.8017 -0.539
O -9.1572 31.4820 -17.4368 -0.482
H -9.2978 33.3272 -16.7052 0.232
H -8.2592 32.4217 -15.7542 0.249
H -7.7357 32.9632 -17.4417 0.225
H -10.0553 31.5355 -17.1018 0.314
C -23.6872 23.2631 -19.2694 -0.580
O -24.2828 23.9018 -20.3335 -0.471
H -22.7053 23.6882 -19.0612 0.250
H -24.2310 23.3242 -18.3268 0.252
H -23.6215 22.1811 -19.3833 0.233
H -24.6430 24.6672 -19.8794 0.317
C -14.0846 21.5630 -13.9032 -0.599
O -14.7256 20.2714 -13.8751 -0.481
H -13.1958 21.4942 -14.5305 0.261
H -14.6123 22.3799 -14.3954 0.264
H -13.5941 21.8756 -12.9814 0.262
H -14.0442 19.7052 -13.5052 0.293
```

Values from the calculation:
HOMO   -9.25 eV
Energy above the lowest of the compared OMol25 structures with the same formula, charge and spin   28.2 kcal per mole
HOMO-LUMO gap   9.7 eV
SMILES string   COCCNCCOC.NC(N)=O.CO.CO.CO.CO.CO.CO
Energy   -1362.27376 Eh

# 2
A structure of composition C13H44BGaN6O7P3 at a distorted geometry. Source: OMol25; level of theory: ωB97M-V/def2-TZVPD.

XYZ file:
```
75
Properties=species:S:1:pos:R:3:mulliken_charge:R:1
C -4.8997 1.3382 -2.2431 -0.237
O -5.9722 1.8146 -1.3384 -0.522
B -6.1590 0.7145 -0.3708 0.724
O -7.5450 0.1322 -0.2837 -0.579
Ga -4.7233 -0.0718 0.9043 0.008
P -2.5880 -0.2844 -0.0219 0.374
O -1.7004 -1.1763 0.9820 -0.542
O -2.7755 -1.0871 -1.5798 -0.528
O -1.7393 1.2134 -0.2851 -0.335
H -3.8767 1.6642 -1.7258 -0.001
H -4.9120 1.8516 -3.3014 0.239
H -5.0228 0.1676 -2.3146 0.215
H -7.4254 -0.7840 0.1185 0.264
H -5.2179 -1.5854 1.2533 -0.311
H -4.6747 0.6786 2.3494 -0.306
H -2.1547 -0.6651 -2.2578 0.299
H -1.9408 1.8738 0.4410 0.276
O 3.2481 -5.0068 1.1432 -0.765
P 1.8352 -5.2884 0.5761 0.807
N 1.1195 -4.1597 1.6714 0.046
C -0.2195 -4.2035 2.2573 -0.687
C 1.4620 -2.7522 1.4066 -0.981
N 1.7924 -6.8523 1.3351 0.199
C 0.8840 -7.2111 2.4122 -1.297
C 3.0872 -7.4964 1.6105 -1.016
N 0.2108 -5.6122 -0.0758 -0.025
C 0.0772 -6.9018 -0.7993 -1.011
C -0.1661 -4.5976 -1.0862 -1.025
H -1.0117 -3.9882 1.5349 0.219
H -0.3144 -3.4568 3.0635 0.413
H -0.4499 -5.1465 2.7429 0.143
H 0.8816 -2.3422 0.5778 0.254
H 2.5199 -2.6389 1.1563 0.296
H 1.2832 -2.1243 2.2866 0.338
H 1.1069 -6.6623 3.3332 0.331
H 0.9454 -8.2825 2.6444 0.451
H -0.1599 -7.0612 2.1317 0.382
H 3.5600 -7.0746 2.5060 0.315
H 3.7714 -7.3857 0.7634 0.308
H 2.9723 -8.5748 1.7675 0.311
H 0.8400 -6.9979 -1.5801 0.365
H -0.9125 -6.9911 -1.2632 0.378
H 0.1497 -7.7718 -0.1420 0.315
H 0.5771 -4.5465 -1.8912 0.356
H -0.2633 -3.6036 -0.6534 0.144
H -1.1448 -4.8189 -1.5260 0.415
O -0.6646 5.0800 -1.3198 -0.766
P 0.8397 5.4430 -1.2697 0.839
N 1.2645 3.8226 -0.8456 0.175
C 2.3902 3.3752 -0.0267 -0.837
C 1.0528 2.8362 -1.9183 -1.051
N 0.6232 6.3308 0.2096 0.157
C 1.1906 5.9349 1.4885 -1.257
C -0.7175 6.8813 0.4677 -0.993
N 2.5692 5.8602 -1.2122 -0.058
C 2.8541 7.3074 -1.0432 -1.009
C 3.2403 5.5126 -2.4856 -1.138
H 3.3563 3.4858 -0.5272 0.262
H 2.2850 2.3067 0.2261 0.383
H 2.4487 3.8698 0.9377 0.197
H 1.8505 2.8687 -2.6630 0.290
H 0.1079 3.0096 -2.4395 0.312
H 1.0042 1.8164 -1.5205 0.301
H 0.7421 5.0093 1.8642 0.307
H 1.0337 6.7097 2.2504 0.445
H 2.2757 5.8302 1.4379 0.380
H -1.4033 6.1066 0.8322 0.313
H -1.1401 7.3317 -0.4358 0.307
H -0.6845 7.6803 1.2170 0.311
H 2.3312 7.9042 -1.7990 0.364
H 3.9295 7.5077 -1.1210 0.384
H 2.5768 7.6867 -0.0566 0.304
H 2.7476 5.9974 -3.3370 0.391
H 3.2473 4.4392 -2.6663 0.255
H 4.2944 5.8111 -2.4738 0.415
```

Values from the calculation:
HOMO   -4.95 eV
HOMO-LUMO gap   5.5 eV
Net charge   -1
Energy   -4350.53675 Eh